# 1
Below is a cluster of 5 separate species, C30H64BrIN4O13P3 in total, with properties calculated with ωB97M-V/def2-TZVPD.

```
! wB97M-V def2-TZVPD RIJCOSX def2/J DEFGRID3
* xyz -1 1
C -2.0626 4.2658 -2.4765
C -0.8848 3.4232 -2.9977
O -0.7884 2.1527 -2.3891
C -0.3069 2.2041 -1.0285
C 0.8901 1.2834 -0.8461
P 0.4232 -0.3005 0.1250
C -0.1693 -1.8741 1.0404
C -1.1111 -2.7890 0.2814
O -2.3460 -2.1030 -0.0348
C -2.7141 -2.1590 -1.3578
O -3.1417 -3.1830 -1.8226
C -2.5586 -0.8620 -2.1038
C -3.4244 0.2651 -1.5240
P 0.1241 1.0346 1.9875
C -1.6788 0.8551 2.3396
O 0.7142 0.0964 3.2570
O 2.1216 -0.5455 0.6895
C 3.0150 -1.0982 -0.1356
Br 4.1494 0.3886 -0.9955
C 4.0405 -1.8361 0.7422
C 5.3228 -2.4176 0.1300
C 5.9164 -3.4997 1.0376
O 5.2686 -4.7513 0.9779
C 5.6390 -5.5191 -0.1489
C 2.1825 -1.8888 -1.2322
C 2.7691 -1.8007 -2.6689
C 1.8341 -2.3310 -3.7226
O 1.0148 -3.1689 -3.6476
I 2.2074 -1.4008 -5.6775
P 2.1952 -3.7308 -0.8753
O 3.3961 -4.4054 -1.4577
O 0.9187 -1.3108 -1.2692
H -1.7513 4.9373 -1.6679
H -2.8410 3.5915 -2.0938
H -2.5110 4.8591 -3.2834
H -0.9974 3.2327 -4.0733
H 0.0584 3.9735 -2.8412
H -0.0658 3.2354 -0.7582
H -1.1481 1.8946 -0.3834
H 1.2624 1.0148 -1.8390
H 1.6916 1.8070 -0.3107
H -0.9312 -0.1399 -0.3214
H 0.6735 -2.4919 1.3867
H -0.7057 -1.5807 1.9532
H -0.6901 -3.1782 -0.6495
H -1.3739 -3.6571 0.9113
H -1.4967 -0.5765 -2.0978
H -2.8472 -1.0585 -3.1437
H -3.1515 1.2145 -2.0028
H -3.2795 0.3816 -0.4433
H -4.4823 0.0805 -1.7399
H -2.2671 1.1644 1.4675
H -1.9382 1.5098 3.1839
H -1.9740 -0.1715 2.6045
H 0.0659 -0.5664 3.5313
H 4.3005 -1.0687 1.4862
H 3.5166 -2.6232 1.3056
H 5.1278 -2.8046 -0.8768
H 6.0839 -1.6309 0.0333
H 6.9943 -3.6167 0.8144
H 5.8390 -3.1746 2.0869
H 6.6919 -5.8434 -0.0654
H 4.9840 -6.3945 -0.1826
H 5.4985 -4.9667 -1.0866
H 2.9984 -0.7594 -2.8959
H 3.7029 -2.3718 -2.7754
H 0.9841 -4.1971 -1.3971
H 2.0355 -3.9147 0.5086
C 1.2549 5.6723 0.8003
O 0.3786 5.1873 0.1127
N 2.1283 6.6028 0.3537
C 3.1635 7.1589 1.1946
C 2.0110 7.0420 -1.0246
H 1.4198 5.3724 1.8466
H 3.0444 8.2403 1.2939
H 4.1557 6.9519 0.7847
H 3.1048 6.7059 2.1841
H 1.0293 7.4808 -1.2085
H 2.1313 6.2009 -1.7083
H 2.7827 7.7830 -1.2246
C -7.1559 -0.2361 -2.2907
O -6.4852 0.4178 -3.0674
N -8.3968 0.1091 -1.8892
C -9.1558 -0.6868 -0.9463
C -8.9726 1.3248 -2.4303
H -6.8024 -1.1824 -1.8473
H -10.0829 -1.0454 -1.4015
H -9.4036 -0.1039 -0.0579
H -8.5636 -1.5387 -0.6235
H -9.0437 1.2690 -3.5176
H -8.3541 2.1889 -2.1837
H -9.9667 1.4594 -2.0085
C 5.6273 2.1692 2.3981
O 5.1250 3.2179 2.7531
N 6.8453 1.7409 2.8134
C 7.3999 0.4853 2.3602
C 7.5949 2.5693 3.7354
H 5.1502 1.4650 1.6965
H 7.5787 -0.1931 3.1987
H 8.3439 0.6392 1.8309
H 6.6959 0.0134 1.6765
H 7.0352 2.7233 4.6592
H 7.7929 3.5505 3.3008
H 8.5394 2.0785 3.9631
C -6.4659 -2.3812 1.4736
O -7.6712 -2.1991 1.5628
N -5.8068 -3.3805 2.0834
C -4.3709 -3.5431 1.9545
C -6.5667 -4.3087 2.8977
H -5.8067 -1.7220 0.8853
H -4.1305 -4.5154 1.5197
H -3.8916 -3.4647 2.9335
H -3.9659 -2.7755 1.2987
H -7.3254 -4.8159 2.3001
H -7.0770 -3.7850 3.7073
H -5.8844 -5.0454 3.3160
*
```

Computed properties:
Frontier orbital gap (eV): 6.80

---

# 2
Below is a structure of composition C55H37BrClF3N6O11RbSb, with properties calculated with ωB97M-V/def2-TZVPD.

```
! wB97M-V def2-TZVPD RIJCOSX def2/J DEFGRID3
* xyz -2 1
Rb 0.6417 0.0854 0.6893
N -1.2627 -2.1290 -0.5015
C -0.9159 -3.3231 -1.1018
C -1.7879 -4.3576 -1.3322
C -1.3640 -5.5311 -1.9998
C -0.0814 -5.6891 -2.4331
C 0.8432 -4.6330 -2.2176
C 2.1807 -4.6744 -2.6778
C 3.0023 -3.6026 -2.4976
C 2.4956 -2.4555 -1.8385
N 1.2679 -2.3847 -1.3929
C 0.4394 -3.4583 -1.5665
H -2.0711 -2.1557 0.1006
H -0.4762 -1.7056 -0.0381
H -2.8160 -4.2673 -1.0002
H -2.0854 -6.3220 -2.1677
H 0.2378 -6.5884 -2.9478
H 2.5320 -5.5648 -3.1903
H 4.0252 -3.6059 -2.8539
H 3.1085 -1.5677 -1.6885
C -1.5876 3.3112 -0.6365
O -1.8828 2.0759 0.0556
C -2.5239 2.2473 1.2476
C -3.3561 3.3323 1.4785
C -3.9349 3.5003 2.7274
Br -5.0833 4.9974 3.0168
C -3.6861 2.6308 3.7521
C -2.8667 1.5217 3.5189
C -2.3153 1.2960 2.2593
O -1.6352 0.1520 1.9059
C -2.6891 0.6183 4.6951
N -3.5696 0.5351 5.6671
C -3.0059 -0.3586 6.5680
C -3.4916 -0.8316 7.7907
C -2.7089 -1.7217 8.5061
C -1.4521 -2.1427 8.0235
C -0.9625 -1.6885 6.8121
C -1.7710 -0.7998 6.1041
N -1.6016 -0.1786 4.8893
H -1.2727 4.0627 0.0899
H -2.4665 3.6533 -1.1889
H -0.7642 3.1031 -1.3118
H -3.5405 4.0485 0.6956
H -4.1110 2.7667 4.7370
H -0.8207 -0.0062 2.4456
H -4.4555 -0.4985 8.1601
H -3.0623 -2.0974 9.4587
H -0.8566 -2.8309 8.6116
H 0.0072 -1.9951 6.4395
H -0.7243 -0.1939 4.3626
O 2.3328 0.8279 -0.9490
C 1.9469 2.0300 -1.0554
O 1.1756 2.4623 -1.9523
C 2.4103 3.0322 0.0000
C 3.4793 3.8398 -0.2468
C 3.8898 4.7835 0.7117
C 3.2224 4.9253 1.9015
C 2.1451 4.1091 2.1740
C 1.6500 3.1214 1.2491
O 0.6310 2.4072 1.4348
N 1.4973 4.3329 3.4876
O 1.7608 5.3745 4.0825
O 0.8221 3.4462 3.9552
N 5.0392 5.6439 0.4536
O 5.3795 6.4448 1.3122
O 5.6179 5.5272 -0.6163
H 4.0180 3.7721 -1.1850
H 3.5352 5.6621 2.6237
F -2.1890 -4.3765 -6.7981
C -1.8018 -3.3873 -5.9454
C -2.6792 -2.3644 -5.6734
C -2.2745 -1.3529 -4.7961
C -1.0183 -1.3578 -4.1856
C -0.1648 -2.4225 -4.5243
C -0.5410 -3.4426 -5.3933
Sb -0.1583 0.2162 -2.8579
C 1.1818 0.7163 -4.4863
C 2.5496 0.8804 -4.2406
C 3.4496 1.1443 -5.2741
C 2.9555 1.2568 -6.5543
F 3.8216 1.5205 -7.5707
C 1.6192 1.1101 -6.8508
C 0.7421 0.8276 -5.8057
C -1.7286 1.5925 -3.3960
C -3.0157 1.3376 -2.9094
C -4.0844 2.1897 -3.1817
C -3.8386 3.3105 -3.9447
F -4.8689 4.1543 -4.2174
C -2.5878 3.6164 -4.4356
C -1.5356 2.7464 -4.1558
H -3.6574 -2.3556 -6.1395
H -2.9801 -0.5489 -4.5931
H 0.8467 -2.4597 -4.1342
H 0.1262 -4.2614 -5.6392
H 2.9187 0.8165 -3.2206
H 4.5092 1.2752 -5.0903
H 1.2779 1.2039 -7.8749
H -0.3083 0.6808 -6.0395
H -3.1981 0.4695 -2.2820
H -5.0807 2.0038 -2.7991
H -2.4429 4.5208 -5.0137
H -0.5418 2.9961 -4.5149
Cl 5.3376 -4.3178 6.1839
C 4.0734 -3.5580 5.2234
C 2.7632 -3.9847 5.3631
C 1.7722 -3.3833 4.5964
C 2.0838 -2.3613 3.7080
C 3.4042 -1.9479 3.5894
C 4.4071 -2.5454 4.3405
C 1.0058 -1.7194 2.8806
O 0.6207 -0.5575 3.2694
O 0.5892 -2.3284 1.8832
H 2.5242 -4.7798 6.0586
H 0.7459 -3.7230 4.6826
H 3.6584 -1.1463 2.9064
H 5.4366 -2.2244 4.2457
*
```

Computed properties:
Energy relative to the best compared isomer or geometry (same formula, charge and spin) (kJ/mol): 128.56
Frontier orbital gap (eV): 6.87

---

# 3
Below is the ion C2H2N2OP with charge +1, with properties calculated with ωB97M-V/def2-TZVPD.

```
! wB97M-V def2-TZVPD RIJCOSX def2/J DEFGRID3
* xyz 1 1
O -1.0914 2.2908 -0.6229
N -0.6213 1.2520 -0.3547
N -0.0027 0.9376 0.8627
C 0.3546 -0.3293 0.8789
C 0.3727 -1.0735 -0.3632
P -0.4154 -0.3039 -1.6586
H 0.6767 -0.7042 1.7423
H 0.7268 -2.0695 -0.4844
*
```

Computed properties:
Energy relative to the best compared isomer or geometry (same formula, charge and spin) (kJ/mol): 197.09
SMILES: O=[N+]1N=CC=P1
Frontier orbital gap (eV): 7.60

---

# 4
Below is a structure of composition C10H21ClNO6Y, with properties calculated with ωB97M-V/def2-TZVPD.

```
! wB97M-V def2-TZVPD RIJCOSX def2/J DEFGRID3
* xyz 2 1
Y 0.7582 -0.4091 -0.5620
C 1.5708 -0.0914 2.5498
C 0.1379 -0.5901 2.7133
O -0.3308 -1.0223 1.4236
C -1.7382 -1.3474 1.4026
C -2.1708 -1.4162 -0.0591
O -1.6194 -0.3041 -0.7893
C -2.3122 0.9472 -0.6454
C -1.3105 2.0183 -1.0498
O -0.0591 1.7907 -0.3706
C 0.0611 2.4150 0.9208
C 1.4596 2.0947 1.4267
O 1.7400 0.6812 1.3470
H 2.2498 -0.9387 2.4543
H 1.8701 0.4908 3.4204
H -0.5192 0.1984 3.0884
H 0.1184 -1.4216 3.4196
H -2.2851 -0.5742 1.9475
H -1.9156 -2.3064 1.8907
H -3.2570 -1.4369 -0.1396
H -1.7630 -2.3053 -0.5397
H -2.6490 1.0831 0.3849
H -3.1802 0.9708 -1.3053
H -1.6881 3.0188 -0.8440
H -1.0902 1.9336 -2.1133
H -0.7114 2.0416 1.5986
H -0.0486 3.4956 0.8183
H 1.5926 2.4614 2.4440
H 2.1905 2.5793 0.7796
N 2.8536 -1.5610 -0.3369
H 2.7926 -2.4041 0.2315
H 3.6708 -1.0590 0.0023
H 3.1112 -1.9090 -1.2593
Cl 1.4247 0.6009 -2.8746
C 0.4935 -0.5643 -3.8842
C 0.0272 -1.7957 -3.0726
O -0.6565 -2.6102 -3.6115
O 0.4297 -1.8206 -1.8171
H 1.1275 -0.8855 -4.7061
H -0.3751 -0.0486 -4.2837
*
```

Computed properties:
Energy relative to the best compared isomer or geometry (same formula, charge and spin) (kJ/mol): 45.69
Frontier orbital gap (eV): 10.48

---

# 5
Below is a cluster of 2 separate species, C2O2S in total, with properties calculated with ωB97M-V/def2-TZVPD.

```
! wB97M-V def2-TZVPD RIJCOSX def2/J DEFGRID3
* xyz 0 1
C 1.6483 0.0918 -0.3003
C -2.1115 0.2522 -0.2100
O 2.5261 -0.5956 -0.5412
O 0.7297 0.6362 0.0547
S -2.7926 -0.3846 0.9968
*
```

Computed properties:
Energy relative to the best compared isomer or geometry (same formula, charge and spin) (kJ/mol): 165.02
Frontier orbital gap (eV): 11.10

---

# 6
Below is a structure of composition H30O15, with properties calculated with ωB97M-V/def2-TZVPD.

```
! wB97M-V def2-TZVPD RIJCOSX def2/J DEFGRID3
* xyz 0 1
H 1.0464 0.1355 1.1615
H 0.1376 0.7671 0.1390
H 1.9998 1.3372 -3.7251
H 1.4195 2.4832 -4.4360
H -0.4623 -4.2503 0.2832
H 1.0333 -4.1191 0.2144
H 1.9606 -1.7565 0.5568
H 2.9333 -2.3311 -0.4958
H 0.1975 0.9234 4.5348
H -0.8000 2.0002 4.4841
H -1.9143 -1.0418 2.3951
H -3.4567 -0.9048 2.5312
H 0.2432 -1.8106 -2.4028
H 1.7358 -2.0113 -2.4395
H 3.2347 -3.6195 3.2961
H 4.0535 -2.6838 4.1549
H -1.1670 0.3572 -4.3715
H -0.5343 1.0895 -3.2441
H 1.3181 2.7504 -0.2902
H 0.1180 2.6937 -1.2282
H -2.5323 -2.4773 0.2613
H -3.1684 -1.1566 -0.3329
H -1.6813 -0.0267 0.3332
H -1.1259 -0.5636 -0.9645
H -2.4902 2.4882 -2.5758
H -3.8419 2.2957 -1.6625
H 3.0921 0.4399 0.5017
H 3.2797 1.8314 0.2335
H -2.6934 2.1834 0.8382
H -2.9774 3.5644 1.3835
O 1.0683 0.8901 0.5181
O 2.0970 2.3624 -3.7886
O 0.3214 -3.9523 0.7508
O 2.8999 -1.9554 0.3880
O 0.1045 1.8934 4.4084
O -2.7492 -1.3321 2.0114
O 0.9583 -2.3120 -1.9224
O 3.6970 -2.7408 3.2753
O -1.3518 1.1217 -3.8343
O 0.7217 3.2871 -0.8267
O -2.4335 -1.8729 -0.4269
O -1.1497 -0.7556 0.0140
O -3.3106 2.8770 -2.3272
O 3.0919 1.3007 0.9584
O -2.9228 2.6009 1.6678
*
```

Computed properties:
Energy relative to the best compared isomer or geometry (same formula, charge and spin) (kJ/mol): 889.76
Frontier orbital gap (eV): 6.89

---

no.,largest force on an atom (eV Å⁻¹)
1,1.05
2,1.65
3,5.47
4,3.87
5,4.08
6,11.77